No. 1
A 3-piece molecular cluster, C25H45BF3NO12 overall at a distorted geometry. Source: OMol25; level of theory: ωB97M-V/def2-TZVPD.

Last column: Löwdin charge in e.
Element x y z (Å)
C: 0.8675 -1.2496 -8.5472  0.100
C: 1.9710 -1.1852 -8.1045  -0.147
C: 3.3541 -1.0790 -7.5999  -0.195
C: 3.7720 -2.2294 -6.6531  -0.166
C: 3.6798 -1.9054 -5.1419  -0.125
C: 2.8510 -2.9470 -4.3947  -0.183
O: 1.5377 -2.9712 -5.0452  0.040
C: 0.8510 -1.9280 -4.4861  -0.443
O: 0.2080 -1.1440 -5.1047  0.172
C: 1.0525 -2.0254 -2.9886  -0.110
C: 0.6327 -0.7818 -2.1831  -0.089
C: 1.6466 0.0747 -1.4188  -0.058
C: 2.5508 0.9368 -2.2753  -0.604
F: 2.5695 0.5581 -3.5689  0.133
F: 3.8293 0.9249 -1.8610  0.127
F: 2.1601 2.2231 -2.2661  0.126
C: 2.4100 -2.7921 -2.8871  -0.309
C: 2.1438 -4.2165 -2.3425  0.006
B: 3.4710 -4.9791 -1.9572  -0.632
O: 3.5427 -5.5724 -0.7179  0.172
O: 4.5301 -5.0467 -2.8486  0.157
O: 3.3255 -2.2418 -1.9131  -0.044
N: 4.5565 -1.7249 -2.3671  0.008
O: 5.2262 -1.4433 -1.4562  0.093
H: -0.1446 -1.3709 -8.8794  0.030
H: 3.4740 -0.1135 -7.0920  0.115
H: 4.0262 -1.0597 -8.4679  0.112
H: 4.8157 -2.4766 -6.8819  0.108
H: 3.1770 -3.1147 -6.8959  0.114
H: 3.3099 -0.8909 -4.9766  0.102
H: 4.6894 -1.9285 -4.7347  0.103
H: 3.3031 -3.9210 -4.5855  0.150
H: 0.3204 -2.8033 -2.7249  0.156
H: 0.0818 -0.1320 -2.8763  0.127
H: -0.1033 -1.1087 -1.4395  0.124
H: 2.2586 -0.5166 -0.7303  0.124
H: 1.0748 0.7792 -0.8020  0.118
H: 1.5544 -4.1258 -1.4196  0.130
H: 1.5515 -4.7711 -3.0800  0.138
H: 4.2698 -6.2043 -0.6539  0.107
H: 5.3879 -5.1462 -2.4183  0.113
C: 1.0307 4.4895 -0.3421  -0.109
O: -0.2652 4.7431 0.1541  -0.188
C: -1.1360 3.6474 -0.0429  -0.207
C: -2.2877 3.6710 0.9341  -0.177
O: -1.9396 3.2541 2.2443  -0.141
C: -1.2187 4.1645 3.0580  -0.183
C: -2.0571 5.2852 3.6270  -0.206
O: -2.3432 6.2614 2.6438  -0.194
C: -3.5240 6.9813 2.9101  -0.113
H: 1.0256 4.3611 -1.4287  0.081
H: 1.6540 5.3448 -0.0884  0.090
H: 1.4582 3.5920 0.1201  0.084
H: -0.5894 2.7022 0.0796  0.117
H: -1.5408 3.6777 -1.0646  0.132
H: -3.0138 2.9301 0.5916  0.129
H: -2.7734 4.6489 0.9378  0.124
H: -0.3441 4.5612 2.5377  0.126
H: -0.8700 3.5663 3.9038  0.113
H: -1.5016 5.7499 4.4538  0.130
H: -2.9872 4.8670 4.0319  0.127
H: -4.3867 6.3107 2.9987  0.088
H: -3.6877 7.6581 2.0738  0.088
H: -3.4398 7.5703 3.8310  0.088
C: -0.1910 0.2960 4.6684  -0.108
O: -1.5180 0.0338 5.0555  -0.190
C: -2.4653 0.4890 4.1019  -0.205
C: -3.7680 -0.2627 4.2314  -0.180
O: -3.7381 -1.5747 3.6932  -0.123
C: -3.1169 -2.5830 4.4698  -0.188
C: -3.9783 -3.1163 5.5909  -0.210
O: -4.0396 -2.2017 6.6696  -0.195
C: -5.2095 -2.3383 7.4410  -0.115
H: 0.0123 1.3728 4.6206  0.077
H: 0.4628 -0.1532 5.4140  0.088
H: 0.0319 -0.1440 3.6889  0.089
H: -2.0732 0.3647 3.0858  0.125
H: -2.6568 1.5582 4.2585  0.119
H: -4.5064 0.2700 3.6280  0.129
H: -4.1102 -0.2638 5.2689  0.123
H: -2.1481 -2.2547 4.8533  0.123
H: -2.9485 -3.4092 3.7749  0.127
H: -3.5479 -4.0655 5.9407  0.127
H: -4.9848 -3.3177 5.2042  0.126
H: -6.1081 -2.2142 6.8256  0.088
H: -5.1917 -1.5587 8.2002  0.087
H: -5.2551 -3.3148 7.9377  0.088

## Properties
total charge = 0
SMILES = C#CCCC[C@@H]1OC(=O)[C@H](CCC(F)(F)F)[C@]1(CB(O)O)ON=O.COCCOCCOC.COCCOCCOC
HOMO level = -9.16 eV
LUMO energy = 0.01 eV

No. 2
A 8-piece molecular cluster, C25H45BrCl14NO4 overall at a distorted geometry. Source: OMol25; level of theory: ωB97M-V/def2-TZVPD.

Last column: Löwdin charge in e.
Element x y z (Å)
C: 1.3936 -4.7557 2.3381  -0.072
C: 0.8564 -3.9953 1.2874  -0.054
C: -0.4030 -3.0705 1.3883  -0.358
C: -0.9146 -3.1247 2.8764  -0.109
C: -0.1567 -2.1805 3.8339  -0.734
O: 0.9752 -2.2332 4.0975  0.051
Br: -1.2281 -0.7038 4.6734  0.604
N: 0.0226 -1.7541 0.9140  0.013
C: -1.0202 -0.7359 0.9228  -0.253
C: -0.4870 0.7501 0.9201  -0.217
C: 0.5339 1.0781 2.0639  -0.185
C: 1.8850 1.4854 1.3787  -0.244
O: 2.5981 0.3569 0.8956  -0.186
C: 2.4977 0.1817 -0.5194  -0.187
C: -1.4877 -3.7737 0.5020  -0.667
O: -1.3449 -5.0019 0.3695  -0.024
O: -2.4249 -3.1595 -0.0587  -0.042
H: 1.1469 -5.8232 2.5008  0.054
H: 2.0586 -4.3116 3.1008  -0.035
H: 1.3478 -4.0812 0.2985  0.109
H: -1.9521 -2.7280 2.8622  0.093
H: -1.0015 -4.1470 3.2790  0.134
H: 0.8971 -1.4416 1.3258  0.094
H: -1.5971 -0.8709 -0.0273  0.033
H: -1.7645 -0.8103 1.7411  0.088
H: -0.1064 1.0451 -0.0740  0.082
H: -1.3837 1.3972 1.0983  0.030
H: 0.8000 0.1857 2.6606  0.074
H: 0.2202 1.9027 2.7247  0.068
H: 2.5177 1.9545 2.1683  0.115
H: 1.7138 2.2723 0.6192  0.118
H: 1.8084 0.8768 -1.0202  0.030
H: 2.1342 -0.8527 -0.7034  -0.016
H: 3.4808 0.2780 -1.0321  0.089
Cl: -0.7476 5.6547 4.5278  0.542
C: -2.3507 5.0818 4.0027  -0.654
C: -2.2764 3.7546 3.2883  -0.638
Cl: -1.4703 3.8835 1.7065  0.606
H: -2.7926 5.8513 3.3727  0.067
H: -2.9603 4.9838 4.9012  0.066
H: -3.2823 3.3797 3.1007  0.078
H: -1.7403 3.0118 3.8782  0.064
Cl: 0.8867 -1.2155 -2.4356  0.684
C: 0.0272 -0.4713 -3.8070  -0.644
C: 0.9564 0.3010 -4.7117  -0.677
Cl: 1.5995 1.7672 -3.9271  0.532
H: -0.7610 0.1626 -3.4046  0.028
H: -0.4409 -1.2817 -4.3657  0.058
H: 0.4183 0.6296 -5.6010  0.062
H: 1.8012 -0.3056 -5.0288  0.024
Cl: 5.2182 -4.6141 0.8586  0.544
C: 6.3101 -4.4241 2.2510  -0.676
C: 5.6739 -4.8791 3.5429  -0.660
Cl: 4.3470 -3.8092 4.0529  0.596
H: 6.6121 -3.3796 2.3023  0.065
H: 7.1948 -5.0271 2.0445  0.065
H: 6.4154 -4.8678 4.3423  0.065
H: 5.2775 -5.8894 3.4585  0.069
Cl: 2.8392 -0.0211 -7.6352  0.576
C: 4.3812 0.8336 -7.8783  -0.658
C: 5.3305 0.6583 -6.7166  -0.662
Cl: 4.7738 1.4907 -5.2415  0.543
H: 4.1582 1.8840 -8.0552  0.068
H: 4.8288 0.4214 -8.7826  0.069
H: 6.2997 1.0869 -6.9719  0.068
H: 5.4747 -0.3927 -6.4731  0.069
Cl: -2.8595 0.7497 -1.2914  0.661
C: -4.4666 0.1768 -1.7914  -0.629
C: -4.3927 -1.1704 -2.4701  -0.616
Cl: -3.5904 -1.0748 -4.0645  0.571
H: -4.9125 0.9326 -2.4368  0.063
H: -5.0717 0.1009 -0.8885  0.076
H: -5.3981 -1.5525 -2.6454  0.073
H: -3.8499 -1.8978 -1.8608  0.061
Cl: -1.0552 8.6705 7.6933  0.530
C: -0.2252 7.5725 8.8251  -0.668
C: -0.1209 6.1666 8.2854  -0.671
Cl: -1.7054 5.3616 8.1925  0.532
H: -0.7613 7.5977 9.7719  0.065
H: 0.7729 7.9794 8.9857  0.070
H: 0.5020 5.5638 8.9459  0.073
H: 0.3210 6.1511 7.2908  0.039
Cl: -7.7040 -1.7234 -6.6997  0.528
C: -6.2478 -1.8601 -7.7186  -0.666
C: -5.2628 -0.7468 -7.4595  -0.673
Cl: -5.8727 0.8349 -8.0149  0.526
H: -6.5665 -1.8778 -8.7593  0.064
H: -5.7870 -2.8194 -7.4850  0.073
H: -4.3385 -0.9381 -8.0040  0.074
H: -5.0250 -0.6643 -6.4016  0.007

## Properties
total charge = -1
HOMO level = -3.53 eV
LUMO energy = 1.95 eV

No. 3
C25H45ClEuP2 as an isolated structure at a distorted geometry. Source: OMol25; level of theory: ωB97M-V/def2-TZVPD.

Last column: Löwdin charge in e.
Element x y z (Å)
Eu: 2.8667 -1.9783 0.0053  1.650
C: 0.3622 1.8927 -0.3203  -0.126
C: -0.3004 1.0474 -1.2531  -0.115
C: -1.5152 1.0359 0.6935  -0.129
C: -0.3995 1.8967 0.8794  -0.132
C: -1.4556 0.5128 -0.6230  -0.120
C: 1.6051 2.6536 -0.5594  0.000
H: 2.2463 2.1577 -1.3012  0.054
H: 2.1805 2.7642 0.3683  0.094
H: 1.3902 3.6666 -0.9370  0.119
C: -0.0629 2.6177 2.1211  0.004
H: 0.4789 3.5446 1.8930  0.099
H: 0.5718 2.0092 2.7847  0.104
H: -0.9734 2.8781 2.6758  0.092
C: -2.5416 0.7267 1.7117  0.006
H: -2.7489 1.6056 2.3351  0.093
H: -2.2190 -0.0857 2.3821  0.115
H: -3.4760 0.4107 1.2295  0.093
C: -2.4519 -0.4058 -1.2155  -0.020
H: -3.4437 0.0677 -1.2693  0.109
H: -2.5611 -1.3193 -0.6133  0.079
H: -2.1666 -0.7053 -2.2285  0.071
C: 0.1331 0.8253 -2.6504  -0.003
H: -0.1732 1.6576 -3.3066  0.121
H: -0.3009 -0.0938 -3.0642  0.084
H: 1.2278 0.7493 -2.7218  0.071
C: 4.8491 -1.6084 -0.8887  -0.457
C: 5.0380 -1.0131 -2.2090  -0.455
C: 4.3686 -1.7400 -3.3894  -0.219
C: 2.8237 -1.7389 -3.3834  -0.224
C: 2.1414 -2.1371 -2.1018  -0.394
C: 2.2795 -3.5678 -1.6354  -0.448
C: 3.7724 -4.0594 -1.4150  -0.165
C: 4.9080 -3.1441 -0.8060  -0.263
H: 4.7535 -2.7718 -3.4518  0.101
H: 2.5145 -2.4220 -4.2009  0.110
H: 4.7029 -1.2627 -4.3218  0.091
H: 5.8264 -3.4651 -1.3163  0.129
H: 5.3371 -1.1165 -0.0232  0.090
H: 6.1312 -1.0085 -2.4049  0.075
H: 5.0348 -3.4455 0.2582  0.103
H: 3.7150 -4.9604 -0.7827  0.114
H: 1.9661 -4.1869 -2.4886  0.133
H: 4.1146 -4.3984 -2.4027  0.111
H: 2.4540 -0.7398 -3.6747  0.086
H: 1.1060 -1.7686 -2.0388  0.057
P: 5.0778 1.0225 -2.6121  0.864
P: -1.3177 -4.0701 -1.7608  0.850
C: 1.2730 -3.9292 -0.4814  -0.298
C: 0.1508 -4.9068 -0.9561  -0.344
H: 1.8344 -4.4038 0.3493  0.108
H: 0.7546 -3.0306 -0.0643  0.062
H: 0.5658 -5.6474 -1.6525  0.087
H: -0.2550 -5.4313 -0.0781  0.077
C: -2.6697 -5.0892 -1.0556  -0.312
H: -3.6183 -4.5869 -1.2872  0.034
H: -2.5597 -5.1368 0.0361  0.038
H: -2.6694 -6.0982 -1.4873  0.044
C: -1.2096 -4.8068 -3.4413  -0.306
H: -1.3092 -5.8996 -3.3892  0.045
H: -0.2479 -4.5363 -3.8987  0.033
H: -2.0269 -4.3772 -4.0393  0.039
C: 6.4079 1.4136 -1.4232  -0.336
H: 6.9463 2.3080 -1.7595  0.038
H: 7.0912 0.5651 -1.2939  0.039
H: 5.9049 1.6204 -0.4678  0.025
C: 5.9025 1.1858 -4.2341  -0.336
H: 6.1037 2.2583 -4.3712  0.038
H: 5.1861 0.8767 -5.0083  0.027
H: 6.8325 0.6086 -4.3278  0.050
Cl: 2.9433 -1.5325 3.0721  0.447
C: 1.8874 -0.6719 2.0772  -0.900
H: 0.8410 -0.9900 2.1332  -0.045
H: 2.1502 0.3793 1.9421  -0.056

## Properties
total charge = +1
spin multiplicity = 7
HOMO level (spin up / spin down) = -9.09 / -8.99 eV
LUMO energy (spin up / spin down) = -2.01 / -5.47 eV